1.
A structure of composition C53H52FeN6S4, computed with ωB97M-V/def2-TZVPD.

Each line ends with the Mulliken spin population.
Geometry (Å):
1 C 0.372 -0.016 3.682  0.01
2 C 3.274 0.803 4.322  0.00
3 C 1.176 4.870 2.420  0.00
4 H -0.434 0.546 -3.150  -0.06
5 H 6.071 2.706 4.227  0.00
6 C -4.376 -0.019 -3.760  0.00
7 C 1.139 4.905 0.916  -0.10
8 H 5.238 3.130 1.939  0.00
9 C -3.110 -1.427 -2.294  0.01
10 H -0.882 3.018 -4.828  0.00
11 H 3.233 1.572 -2.122  0.00
12 N 2.807 -0.034 -0.917  -0.04
13 N 0.911 0.815 1.163  0.08
14 C 4.567 -1.593 -0.531  0.00
15 H -2.246 0.108 -3.521  -0.02
16 H -2.138 -0.094 6.584  0.00
17 C -0.843 -4.297 -4.748  0.00
18 Fe 0.686 0.673 -0.749  3.73
19 C 0.615 -2.610 -3.081  0.00
20 C -0.998 -6.953 2.522  0.00
21 S -1.557 -2.735 0.989  0.00
22 H -2.554 -3.737 -3.575  0.00
23 C -5.540 -0.664 -3.358  0.00
24 C 5.410 -0.883 -1.371  0.00
25 H 3.129 2.046 1.173  0.01
26 C 4.686 2.481 2.607  0.00
27 H -0.309 1.983 3.310  0.00
28 C -3.101 -2.230 1.727  0.00
29 C -1.430 -0.073 5.766  0.00
30 C 3.272 -1.137 -0.319  0.01
31 H 6.421 -1.224 -1.550  0.00
32 C -3.993 -3.089 2.350  0.00
33 H -1.906 1.947 5.212  0.00
34 H 1.350 7.038 0.790  0.01
35 H 0.891 -2.015 4.233  0.00
36 C 1.171 6.174 -1.165  -0.06
37 C 1.270 7.494 -1.886  0.00
38 C 5.150 2.246 3.892  0.00
39 H 2.696 2.436 -3.738  -0.01
40 C 2.820 1.041 3.032  0.01
41 H 0.177 5.026 2.834  0.00
42 H -4.204 -2.867 -1.151  0.00
43 C 0.987 3.744 0.190  0.08
44 H 4.801 1.241 5.756  0.00
45 C -5.485 -1.686 -2.423  0.00
46 C -0.721 3.186 -3.762  0.04
47 H -5.892 -3.234 3.326  0.00
48 C -3.361 -0.870 1.607  0.00
49 C -0.751 -2.773 -2.910  0.00
50 H 1.021 -4.662 -5.740  0.00
51 H -2.780 -5.247 0.191  0.00
52 H -6.493 -0.365 -3.774  0.00
53 C -1.300 1.077 4.994  0.00
54 N 0.757 2.539 -1.846  0.50
55 C 4.439 1.418 4.752  0.00
56 H -4.422 0.781 -4.488  0.00
57 H 0.453 -6.090 3.847  0.00
58 H -3.769 -4.142 2.460  0.00
59 H -1.408 -4.950 -5.400  0.00
60 C -1.905 -6.723 1.492  0.00
61 H 1.544 3.910 2.783  0.00
62 C 1.013 5.005 -1.880  0.13
63 C 3.638 0.665 -1.695  0.02
64 H 2.723 0.147 4.985  0.00
65 S -1.508 -1.819 -1.606  0.05
66 C 0.915 3.741 -1.231  0.19
67 C -0.654 -1.189 5.495  0.00
68 C 0.396 0.990 -3.689  0.16
69 H 1.431 8.314 -1.189  0.00
70 H -6.400 -0.829 3.094  0.00
71 H 1.820 5.655 2.816  0.00
72 C 4.941 0.279 -1.957  0.00
73 H 1.302 0.425 -3.450  -0.01
74 H 1.989 4.007 -4.061  0.00
75 C 3.515 1.876 2.171  0.00
76 C 1.253 -3.303 -4.099  0.00
77 C -0.266 -5.906 3.060  0.00
78 H 4.896 -2.488 -0.023  0.00
79 H -1.575 2.777 -3.218  -0.01
80 C -0.402 1.108 3.943  -0.01
81 H 1.683 2.670 -5.158  0.00
82 C -1.490 -3.615 -3.728  0.00
83 H -0.853 -7.958 2.895  0.00
84 C 0.524 -4.136 -4.935  0.00
85 C -0.442 -4.616 2.577  0.00
86 H -4.776 0.683 2.003  0.00
87 H 2.320 -3.190 -4.242  0.00
88 C -4.557 -0.372 2.097  0.00
89 C -3.157 -0.396 -3.225  0.01
90 C 1.804 2.940 -4.108  0.05
91 C 0.561 2.462 -3.331  -0.17
92 H 0.356 7.702 -2.444  0.00
93 H -2.632 -0.219 1.134  0.00
94 H 0.216 0.878 -4.759  0.00
95 C -5.468 -1.223 2.710  0.00
96 H 0.902 2.801 0.715  0.01
97 H -0.755 -2.082 6.098  0.00
98 N -0.738 -0.627 -1.252  0.04
99 H 2.096 7.488 -2.598  0.00
100 S 1.490 0.079 2.301  0.05
101 H -0.701 4.258 -3.589  0.00
102 N -1.900 -2.981 -0.571  0.01
103 N 2.117 -1.362 2.193  0.02
104 C -4.264 -2.076 -1.885  0.00
105 C -5.184 -2.574 2.842  0.00
106 H -2.461 -7.546 1.065  0.00
107 C -1.367 -4.399 1.568  0.00
108 S 2.161 -2.100 0.680  0.01
109 C 1.231 6.117 0.229  0.24
110 H 5.563 0.874 -2.611  0.00
111 C -2.095 -5.442 1.005  0.00
112 H -6.392 -2.184 -2.108  0.00
113 H 0.977 5.084 -2.950  0.03
114 H 1.159 -1.950 -2.417  0.02
115 C 0.263 -1.161 4.451  0.00
116 H 0.157 -3.797 2.953  0.00

Output
lowest unoccupied orbital energy (alpha / beta) = -0.0646 / -0.1339 Ha
F_max = 0.0120 Eh/bohr
net charge = +1
2S+1 = 6
frontier orbital gap (alpha / beta) = 7.940 / 6.024 eV


2.
A structure of composition C53H52Ge2InN4O2, computed with ωB97M-V/def2-TZVPD.

Each line ends with the Mulliken charge.
Geometry (Å):
1 C 4.162 2.201 0.394  1.02
2 C -5.959 -0.526 2.798  -0.86
3 In -1.176 -0.740 0.364  1.92
4 C 3.912 -2.789 -1.321  -0.76
5 H -4.425 0.126 -1.539  0.27
6 C -1.506 -5.585 -0.914  -1.38
7 H 0.012 3.137 -0.756  -0.29
8 C -0.334 2.319 -1.396  -0.15
9 H 5.569 1.282 1.745  0.45
10 C -3.970 -5.730 -5.069  -0.55
11 H 0.471 1.453 2.731  -1.57
12 C 6.025 1.611 -1.583  -0.62
13 C -1.826 2.129 -1.187  -0.39
14 H -4.555 -3.373 1.538  0.47
15 H 0.256 -1.141 4.300  0.49
16 C 2.552 -2.581 -1.326  -0.97
17 C 5.350 1.545 0.719  -0.23
18 C -2.317 -3.500 -1.854  0.09
19 H 1.843 6.921 -0.317  0.47
20 C 3.866 1.120 4.100  -0.08
21 C 2.680 3.180 4.511  -0.48
22 H 4.656 2.549 -2.944  0.48
23 C -0.086 0.738 3.339  0.70
24 H -0.155 2.609 -2.438  0.54
25 N -1.178 0.186 2.560  0.03
26 H -6.923 -0.124 3.071  0.43
27 C 0.363 4.131 1.898  -0.19
28 C -2.370 0.387 3.009  -0.11
29 H 4.242 0.363 3.423  0.12
30 H -2.300 1.460 -5.873  0.42
31 N 0.369 1.091 -1.016  0.81
32 C 3.919 2.563 -0.936  -0.07
33 C 1.653 3.985 1.380  0.51
34 C 4.045 0.951 5.462  -0.84
35 H -4.397 -6.295 -5.886  0.41
36 H -1.699 2.311 0.860  0.01
37 C -2.376 0.164 -4.164  -0.19
38 C -1.746 0.781 -5.238  -0.65
39 C 6.280 1.256 -0.267  -0.80
40 H 7.198 0.748 -0.008  0.48
41 H 1.376 1.212 -1.062  -0.31
42 C 0.845 -0.363 3.814  -1.08
43 H -1.943 -7.373 -1.983  0.39
44 H -6.747 -2.431 2.164  0.42
45 H 4.354 -3.411 -2.088  0.45
46 C 2.180 5.011 0.589  -0.64
47 H -1.231 -3.651 -0.023  0.33
48 C -0.345 -0.990 -3.631  -0.95
49 H 1.921 -3.037 -2.077  0.51
50 H -4.944 -1.255 -2.517  0.41
51 C -4.086 -4.324 -5.054  -1.27
52 H 3.193 4.948 0.213  0.49
53 C -2.046 -6.296 -1.943  -0.82
54 Ge -2.508 -1.556 -1.764  0.92
55 C 2.108 -0.520 1.749  1.15
56 H 2.463 3.735 6.568  0.45
57 H 1.324 -0.604 -4.921  0.50
58 C -5.852 -1.833 2.280  -0.28
59 H -0.457 1.265 4.227  0.81
60 H -3.637 -2.520 -4.041  0.24
61 H -2.494 1.086 3.846  0.35
62 C 4.725 -2.233 -0.330  -1.11
63 H 0.173 0.366 -1.707  -0.31
64 C 2.760 -1.237 0.650  -0.06
65 H -4.836 -1.408 -0.760  0.35
66 O 0.627 -1.639 -0.382  -0.84
67 C -4.642 -2.367 1.929  -0.73
68 Ge 2.835 2.496 1.742  0.80
69 O -2.318 -2.105 1.651  -0.89
70 H -4.600 -3.821 -5.862  0.43
71 H 3.005 3.075 -1.211  0.35
72 C -3.555 -0.304 2.597  0.15
73 H 4.573 0.083 5.832  0.45
74 H 0.080 0.999 -6.338  0.42
75 C 0.133 6.252 0.790  -0.67
76 H 0.203 -1.687 -3.007  0.38
77 H -2.348 3.065 -1.410  0.56
78 H 6.748 1.376 -2.352  0.42
79 N 1.579 -0.997 2.748  -0.41
80 H 1.563 0.023 4.543  0.31
81 C -3.314 -6.368 -4.059  -0.86
82 C 1.423 6.137 0.298  -0.70
83 H -1.387 5.359 2.012  0.48
84 H -3.216 -7.447 -4.064  0.40
85 H -3.062 1.552 0.368  0.28
86 C -4.373 -0.960 -1.637  -1.04
87 C 3.187 2.239 3.613  0.96
88 H -0.964 -6.089 -0.126  0.47
89 H -3.423 0.377 -3.972  0.44
90 H -4.869 1.189 3.428  0.43
91 C -0.411 0.517 -5.504  -0.71
92 H -2.189 1.369 -1.880  -0.28
93 H 5.788 -2.423 -0.316  0.47
94 H 2.105 0.681 1.549  -0.87
95 N -2.069 1.655 0.179  -0.15
96 C -4.818 0.203 2.979  -0.59
97 C -1.651 -4.180 -0.869  0.33
98 C -3.448 -1.608 2.029  0.68
99 H 2.155 4.055 4.150  0.40
100 H -0.459 7.125 0.553  0.42
101 H 3.666 1.753 7.414  0.42
102 C -3.554 -3.599 -4.027  -0.36
103 C -0.391 5.256 1.602  -0.73
104 C -1.682 -0.718 -3.338  0.55
105 C 0.288 -0.376 -4.703  -0.39
106 C 4.137 -1.464 0.649  0.23
107 C 1.923 -1.796 -0.336  -0.22
108 C -2.874 -4.230 -2.952  0.61
109 C 4.849 2.269 -1.917  -0.93
110 C -2.747 -5.640 -2.984  1.00
111 C 2.858 3.004 5.876  -0.79
112 C 3.535 1.891 6.350  -0.55
113 H 4.744 -1.057 1.448  0.54
114 H -0.061 3.382 2.550  0.50

Output
lowest unoccupied orbital energy = -0.1584 Ha
relative energy (zero: lowest compared OMol25 entry of this formula, charge and spin) = 153.9 kJ/mol
F_max = 0.0121 Eh/bohr
net charge = +1
2S+1 = 1
frontier orbital gap = 5.188 eV